No. 1
Density functional theory data (ωB97M-V with the def2-TZVPD basis set) for a 8-piece molecular cluster, C24H63BBrClO11PS8 overall at a distorted geometry.

Last column: Löwdin charge in e.
CARTESIAN COORDINATES (ANGSTROEM)
C -3.34 2.82 -0.84  -0.16
C -2.76 3.90 0.07  -0.46
P -1.27 3.45 1.08  1.00
C -0.07 2.61 -0.06  -0.45
C 0.06 3.27 -1.44  -0.17
B -1.81 2.14 2.44  -0.84
O -3.25 2.01 2.72  -0.08
C -3.25 1.43 3.99  -0.24
C -2.07 2.12 4.74  -0.74
Br -0.94 0.64 5.67  0.54
C -2.47 3.10 5.87  -0.17
C -2.05 4.55 5.59  -0.19
C -1.44 5.21 6.83  -0.23
C -1.17 6.69 6.61  -0.28
S 0.31 7.01 5.63  0.33
O 0.97 5.79 5.33  -0.32
O 1.04 8.07 6.24  -0.36
Cl -0.47 7.77 3.91  0.39
O -1.33 2.69 3.80  -0.14
H -3.33 1.85 -0.35  0.04
H -2.84 2.75 -1.80  0.05
H -4.38 3.04 -1.06  0.06
H -3.52 4.15 0.82  0.06
H -2.55 4.82 -0.48  0.05
H -0.26 1.54 -0.14  0.06
H 0.89 2.70 0.43  0.04
H -0.89 3.61 -1.84  0.03
H 0.49 2.55 -2.15  0.04
H 0.74 4.12 -1.39  0.06
H -1.22 1.07 2.27  0.09
H -4.20 1.51 4.51  0.12
H -3.01 0.36 3.92  0.08
H -2.02 2.79 6.82  0.06
H -3.55 3.05 5.99  0.11
H -2.91 5.16 5.30  0.12
H -1.34 4.59 4.78  0.10
H -2.17 5.15 7.65  0.12
H -0.53 4.69 7.12  0.12
H -0.98 7.25 7.52  0.10
H -2.01 7.16 6.10  0.08
C -3.66 -2.79 -0.73  -0.28
S -4.52 -1.41 0.02  0.80
O -4.45 -0.30 -0.95  -0.55
C -3.27 -1.06 1.26  -0.25
H -4.24 -3.14 -1.58  0.05
H -2.67 -2.46 -1.06  0.02
H -3.56 -3.61 -0.01  0.03
H -2.32 -0.87 0.77  0.07
H -3.18 -1.91 1.94  0.06
H -3.58 -0.18 1.82  0.03
C 4.36 1.62 4.17  -0.27
S 2.82 2.08 3.38  0.81
O 3.02 1.83 1.92  -0.56
C 2.99 3.85 3.62  -0.27
H 4.47 0.54 4.09  0.05
H 5.20 2.11 3.67  0.02
H 4.34 1.91 5.22  0.05
H 3.92 4.19 3.16  0.06
H 2.98 4.07 4.69  0.04
H 2.13 4.32 3.15  0.05
C 9.22 2.59 1.63  -0.27
S 7.90 1.66 2.41  0.79
O 8.03 1.88 3.88  -0.55
C 8.58 0.03 2.06  -0.27
H 9.01 3.65 1.77  0.05
H 10.17 2.33 2.10  0.05
H 9.24 2.36 0.56  0.05
H 9.58 -0.05 2.50  0.06
H 8.62 -0.12 0.99  0.05
H 7.92 -0.70 2.52  0.05
C 0.22 -4.54 -3.85  -0.27
S -0.11 -2.88 -3.24  0.80
O -0.83 -3.01 -1.94  -0.55
C -1.33 -2.45 -4.48  -0.25
H 0.94 -5.01 -3.18  0.05
H -0.71 -5.11 -3.85  0.06
H 0.63 -4.47 -4.85  0.01
H -2.15 -3.16 -4.43  0.06
H -0.86 -2.45 -5.46  0.04
H -1.69 -1.45 -4.25  0.06
C 2.00 -5.37 -9.17  -0.27
S 0.85 -6.16 -8.04  0.82
O 0.95 -5.43 -6.75  -0.56
C 1.77 -7.68 -7.84  -0.27
H 1.63 -4.38 -9.38  0.05
H 2.98 -5.31 -8.69  0.06
H 2.06 -5.95 -10.09  0.05
H 2.77 -7.46 -7.46  0.06
H 1.84 -8.20 -8.80  0.05
H 1.24 -8.30 -7.13  0.05
C 1.68 0.54 -4.82  -0.26
S 1.45 0.50 -6.60  0.80
O 0.07 -0.01 -6.85  -0.56
C 2.56 -0.89 -6.88  -0.27
H 1.03 1.32 -4.41  0.05
H 1.40 -0.42 -4.40  0.03
H 2.72 0.78 -4.59  0.06
H 2.22 -1.75 -6.31  0.05
H 3.57 -0.60 -6.59  0.05
H 2.53 -1.12 -7.94  0.04
C -5.24 -6.24 1.09  -0.26
S -4.83 -6.81 -0.56  0.79
O -5.44 -5.86 -1.52  -0.55
C -5.88 -8.26 -0.53  -0.28
H -4.72 -5.30 1.26  0.04
H -6.32 -6.07 1.16  0.06
H -4.92 -6.98 1.82  0.05
H -6.91 -7.96 -0.35  0.06
H -5.54 -8.94 0.25  0.05
H -5.80 -8.74 -1.50  0.05

Computed properties:
HOMO energy: -0.125 hartree
Gap between HOMO and LUMO: 4.899 eV
ΔE to the lowest compared entry with this formula, charge and spin: 25.9 kJ/mol
Charge: -1

No. 2
Density functional theory data (ωB97M-V with the def2-TZVPD basis set) for C24H63BrN8O5P2Si2 as an isolated structure at a distorted geometry.

Last column: Löwdin charge in e.
CARTESIAN COORDINATES (ANGSTROEM)
C 2.24 -3.66 -2.56  0.05
C 2.96 -2.62 -2.16  -0.06
C 4.06 -2.10 -3.03  -0.50
O 5.16 -1.91 -2.58  0.10
O 3.74 -1.96 -4.34  0.00
C 4.56 -1.05 -5.10  -0.16
C 4.05 0.38 -5.06  -0.16
C 4.18 1.07 -3.69  -0.18
C 2.86 1.59 -3.11  -0.20
C 1.66 0.66 -3.34  -0.27
C 0.50 0.96 -2.38  -0.24
Si -0.70 -0.47 -2.26  0.43
N -2.38 -0.01 -2.32  -0.11
C -2.72 1.34 -1.80  -0.28
C -3.30 2.20 -2.92  -0.24
C -2.29 2.69 -3.96  -0.11
O -0.40 -1.48 -3.57  -0.36
Si -1.36 -2.73 -3.99  -0.08
N -0.49 -3.78 -5.07  -0.10
Br -3.14 -2.09 -5.17  0.34
H 1.70 -4.27 -1.84  0.06
H 2.17 -3.94 -3.60  0.06
H 2.78 -2.20 -1.19  0.10
H 5.61 -1.13 -4.83  0.13
H 4.48 -1.39 -6.13  0.12
H 4.68 0.90 -5.78  0.11
H 3.05 0.43 -5.46  0.11
H 4.68 0.45 -2.95  0.10
H 4.83 1.95 -3.82  0.10
H 2.61 2.56 -3.56  0.11
H 2.99 1.77 -2.04  0.11
H 1.32 0.82 -4.37  0.11
H 1.95 -0.39 -3.29  0.08
H 0.95 1.07 -1.39  0.08
H 0.02 1.91 -2.62  0.06
H -0.39 -1.26 -1.04  0.02
H -2.86 -0.68 -1.73  0.07
H -1.90 1.82 -1.26  0.09
H -3.52 1.20 -1.07  0.11
H -3.86 3.05 -2.53  0.10
H -4.02 1.57 -3.45  0.10
H -2.80 2.82 -4.92  0.07
H -1.89 3.67 -3.71  0.07
H -1.49 1.97 -4.15  0.05
H -1.86 -3.45 -2.81  -0.01
H -0.62 -3.41 -6.01  0.01
H 0.50 -3.61 -4.89  0.00
O 0.52 -3.36 0.99  -0.29
P 0.92 -4.32 2.04  0.63
N -0.42 -4.36 3.10  -0.30
C -0.54 -4.09 4.52  -0.14
C -1.69 -4.69 2.48  -0.13
N 2.30 -3.55 2.77  -0.30
C 2.18 -2.74 3.97  -0.14
C 3.13 -2.92 1.76  -0.15
N 1.52 -5.87 2.17  -0.33
C 1.15 -6.83 1.12  -0.11
C 1.75 -6.48 3.45  -0.11
H -0.93 -4.97 5.06  0.08
H -1.23 -3.26 4.70  0.09
H 0.40 -3.84 4.98  0.03
H -1.90 -5.77 2.53  0.08
H -1.69 -4.40 1.43  0.07
H -2.51 -4.16 2.96  0.08
H 1.30 -2.09 3.97  0.09
H 3.06 -2.09 4.05  0.08
H 2.18 -3.35 4.87  0.06
H 2.75 -1.94 1.45  0.08
H 3.20 -3.54 0.86  0.06
H 4.15 -2.80 2.14  0.08
H 0.17 -7.28 1.29  0.08
H 1.89 -7.63 1.07  0.08
H 1.14 -6.34 0.15  0.07
H 0.85 -7.00 3.83  0.09
H 2.06 -5.75 4.20  0.07
H 2.55 -7.20 3.36  0.09
O -2.16 3.48 0.99  -0.27
P -2.18 4.28 2.23  0.61
N -3.66 5.13 2.25  -0.30
C -3.98 6.53 2.34  -0.13
C -4.84 4.28 2.12  -0.12
N -0.84 5.37 2.01  -0.30
C -1.00 6.76 1.58  -0.14
C 0.24 4.74 1.26  -0.15
N -1.88 4.00 3.85  -0.33
C -2.22 2.68 4.38  -0.11
C -1.99 5.06 4.82  -0.11
H -4.61 6.74 3.22  0.08
H -4.53 6.87 1.45  0.09
H -3.11 7.16 2.43  0.03
H -5.25 4.00 3.10  0.08
H -4.61 3.37 1.57  0.07
H -5.62 4.80 1.56  0.08
H -1.76 6.88 0.79  0.08
H -0.06 7.12 1.18  0.08
H -1.25 7.42 2.41  0.06
H 0.06 4.76 0.17  0.08
H 0.36 3.70 1.55  0.07
H 1.18 5.25 1.48  0.08
H -3.28 2.59 4.64  0.08
H -1.63 2.47 5.28  0.08
H -1.98 1.91 3.65  0.08
H -3.01 5.15 5.22  0.09
H -1.69 6.02 4.41  0.07
H -1.32 4.85 5.65  0.09

Computed properties:
HOMO energy: -0.301 hartree
Gap between HOMO and LUMO: 8.673 eV

No. 3
Density functional theory data (ωB97M-V with the def2-TZVPD basis set) for a 12-piece molecular cluster, C24H63N9O15 overall at a distorted geometry.

Last column: Löwdin charge in e.
CARTESIAN COORDINATES (ANGSTROEM)
C -4.93 -0.60 -0.92  -0.28
C -3.54 -0.19 -1.31  -0.24
O -3.00 0.83 -0.52  -0.09
O -5.91 0.34 -1.12  -0.03
H -5.03 -0.84 0.13  0.11
H -5.22 -1.47 -1.50  0.13
H -3.61 0.14 -2.35  0.12
H -2.90 -1.07 -1.21  0.11
H -2.07 0.96 -0.73  0.03
H -5.55 1.22 -0.99  0.09
C 0.66 1.02 -0.98  -0.13
C 0.38 0.85 0.57  -0.19
O -0.15 -0.45 0.88  -0.08
O -0.63 1.39 -1.56  -0.12
H 1.03 0.08 -1.37  0.11
H 1.32 1.88 -1.12  0.12
H -0.23 1.70 0.87  0.11
H 1.30 0.96 1.15  0.10
H -1.09 -0.36 0.72  0.05
H -0.44 1.64 -2.47  0.01
C 2.38 -3.16 -4.38  -0.23
C 2.44 -1.72 -3.89  -0.21
O 3.53 -1.36 -3.00  -0.04
O 3.56 -3.59 -5.03  -0.02
H 1.60 -3.24 -5.14  0.09
H 2.14 -3.84 -3.56  0.13
H 1.57 -1.59 -3.24  0.08
H 2.29 -1.00 -4.69  0.12
H 4.34 -1.23 -3.50  0.09
H 4.04 -4.16 -4.43  0.10
O -0.86 -0.84 -6.91  0.21
C -0.75 -1.58 -5.96  -0.49
N -0.61 -1.15 -4.72  0.44
C -0.80 -3.04 -6.20  0.02
H -0.55 -1.74 -3.90  0.09
H -0.53 -0.15 -4.60  0.10
H -1.79 -3.23 -6.60  0.12
H -0.50 -3.73 -5.41  0.08
H -0.06 -3.26 -6.97  0.11
O 5.25 -3.16 1.67  -0.01
C 4.94 -1.95 1.81  -0.53
N 5.71 -1.10 2.50  0.16
C 3.69 -1.34 1.04  0.00
H 5.68 -0.12 2.27  0.11
H 6.54 -1.53 2.90  0.12
H 3.85 -1.14 -0.01  0.06
H 3.17 -0.48 1.47  0.04
H 2.96 -2.15 1.02  0.06
O -4.14 0.14 4.13  0.00
C -3.73 -0.11 3.00  -0.58
N -3.54 0.91 2.19  0.19
C -3.41 -1.54 2.58  0.02
H -3.26 0.78 1.23  0.05
H -3.92 1.78 2.52  0.13
H -4.38 -2.04 2.50  0.09
H -2.75 -1.86 3.39  0.07
H -2.82 -1.65 1.67  0.05
O 2.46 4.45 0.47  -0.01
C 1.21 4.66 0.41  -0.59
N 0.51 4.78 1.51  0.16
C 0.39 4.89 -0.84  -0.02
H -0.45 5.06 1.40  0.12
H 0.85 4.57 2.43  0.10
H -0.01 5.90 -0.83  0.09
H -0.48 4.24 -0.97  0.07
H 1.00 4.86 -1.75  0.08
O 3.85 0.54 5.60  0.01
C 3.51 1.62 5.13  -0.60
N 4.15 2.71 5.48  0.17
C 2.35 1.77 4.16  0.00
H 4.90 2.74 6.15  0.13
H 3.65 3.56 5.26  0.11
H 2.00 2.79 3.99  0.06
H 1.49 1.30 4.63  0.06
H 2.52 1.35 3.17  0.06
O -0.93 -2.23 4.94  -0.04
C 0.29 -1.92 4.72  -0.52
N 0.94 -1.17 5.65  0.18
C 0.95 -2.25 3.40  -0.01
H 1.90 -0.96 5.40  0.08
H 0.34 -0.81 6.38  0.12
H 0.21 -2.53 2.65  0.06
H 1.72 -3.02 3.41  0.09
H 1.49 -1.35 3.13  0.06
O -0.35 1.68 -4.14  -0.04
C -0.95 2.41 -4.97  -0.48
N -1.33 1.92 -6.15  0.20
C -1.33 3.88 -4.62  0.04
H -1.82 2.45 -6.85  0.14
H -1.17 0.93 -6.27  0.06
H -1.17 4.59 -5.42  0.09
H -0.68 4.19 -3.81  0.07
H -2.38 3.85 -4.32  0.10
O -0.58 -3.06 -2.66  -0.02
C -0.68 -3.74 -1.67  -0.57
N -0.31 -3.19 -0.51  0.21
C -1.25 -5.15 -1.76  0.02
H 0.13 -2.29 -0.37  0.09
H -0.61 -3.62 0.35  0.11
H -2.20 -5.03 -2.27  0.09
H -1.29 -5.72 -0.83  0.09
H -0.66 -5.80 -2.39  0.09
O -0.38 2.31 6.00  0.06
C -1.20 2.11 5.18  -0.71
N -2.08 1.25 5.46  0.20
C -1.28 2.64 3.78  0.00
H -2.73 0.98 4.73  0.05
H -2.04 0.73 6.32  0.14
H -0.57 3.43 3.55  0.05
H -2.28 3.02 3.56  0.08
H -1.28 1.80 3.08  0.06

Computed properties:
HOMO energy (spin up / spin down): -0.399 / -0.399 hartree
2S+1: 2
Gap between HOMO and LUMO (spin up / spin down): 7.899 / 1.629 eV
Charge: +1
⟨S²⟩: 0.776

No. 4
Density functional theory data (ωB97M-V with the def2-TZVPD basis set) for a 6-piece molecular cluster, C24H64B2F8N4O8 overall at a distorted geometry.

Last column: Löwdin charge in e.
CARTESIAN COORDINATES (ANGSTROEM)
C 6.26 -0.29 1.87  -0.10
O 4.88 -0.45 1.62  -0.19
C 4.55 -1.76 1.22  -0.20
C 3.05 -1.91 1.15  -0.07
N 2.35 -1.20 2.30  0.10
H 2.95 -1.29 3.11  0.18
H 2.20 -0.22 2.05  0.14
C 1.05 -1.88 2.68  -0.07
C 0.24 -1.10 3.70  -0.15
O 0.68 0.27 3.66  -0.22
C 0.09 1.07 4.65  -0.11
H 6.64 -0.87 2.72  0.10
H 6.49 0.73 2.17  0.09
H 6.85 -0.49 0.97  0.09
H 5.05 -2.47 1.90  0.13
H 5.04 -2.01 0.26  0.14
H 2.78 -2.94 1.37  0.12
H 2.72 -1.56 0.18  0.11
H 1.25 -2.90 3.02  0.14
H 0.57 -2.01 1.71  0.11
H 0.66 -1.39 4.67  0.13
H -0.84 -1.22 3.72  0.12
H -0.91 1.39 4.35  0.08
H 0.68 1.98 4.76  0.09
H 0.06 0.61 5.64  0.10
C 4.97 -0.60 -6.01  -0.07
O 3.71 -1.12 -5.59  -0.20
C 2.73 -0.11 -5.45  -0.20
C 1.49 -0.70 -4.82  -0.06
N 1.91 -1.74 -3.82  0.05
H 2.61 -2.41 -4.17  0.16
H 2.47 -1.35 -3.05  0.16
C 0.83 -2.57 -3.14  -0.07
C 0.54 -3.73 -4.07  -0.24
O 1.68 -4.39 -4.53  -0.17
C 1.38 -5.24 -5.63  -0.07
H 4.88 0.04 -6.89  0.10
H 5.59 -1.46 -6.26  0.10
H 5.45 -0.11 -5.17  0.09
H 2.58 0.42 -6.40  0.14
H 3.16 0.65 -4.78  0.12
H 0.92 -1.30 -5.53  0.14
H 0.94 0.02 -4.22  0.13
H -0.03 -1.94 -2.96  0.14
H 1.20 -3.00 -2.21  0.12
H -0.05 -3.34 -4.92  0.12
H -0.17 -4.45 -3.65  0.15
H 2.27 -5.77 -5.95  0.10
H 0.83 -4.75 -6.44  0.09
H 0.57 -5.91 -5.29  0.10
C -3.12 5.27 -0.89  -0.09
O -1.78 5.13 -0.52  -0.19
C -1.51 3.92 0.15  -0.21
C -0.05 3.86 0.55  -0.05
N 0.92 3.64 -0.61  0.06
H 1.87 3.93 -0.37  0.17
H 1.00 2.65 -0.89  0.11
C 0.61 4.38 -1.89  -0.08
C 1.69 4.17 -2.94  -0.23
O 2.94 4.33 -2.37  -0.17
C 4.08 4.27 -3.20  -0.06
H -3.77 5.62 -0.08  0.09
H -3.62 4.37 -1.27  0.09
H -3.15 6.03 -1.67  0.10
H -1.78 3.11 -0.53  0.13
H -2.02 3.80 1.11  0.13
H 0.28 3.03 1.18  0.13
H 0.30 4.80 0.98  0.14
H 0.50 5.44 -1.69  0.14
H -0.37 4.01 -2.20  0.13
H 1.38 4.88 -3.73  0.14
H 1.54 3.20 -3.42  0.12
H 3.87 4.72 -4.18  0.10
H 4.31 3.24 -3.53  0.08
H 4.91 4.71 -2.68  0.10
C -6.93 -2.01 6.31  -0.06
O -6.48 -0.93 5.53  -0.21
C -7.28 0.13 5.19  -0.23
C -6.46 1.25 4.53  -0.05
N -5.33 0.69 3.67  0.06
H -4.92 1.48 3.17  0.17
H -4.60 0.34 4.30  0.17
C -5.67 -0.42 2.69  -0.06
C -4.40 -0.90 1.99  -0.22
O -3.62 0.17 1.54  -0.18
C -2.40 -0.31 1.01  -0.07
H -7.84 -2.53 6.00  0.10
H -7.28 -1.56 7.26  0.10
H -6.13 -2.73 6.44  0.10
H -7.83 0.54 6.05  0.14
H -8.11 -0.15 4.52  0.14
H -5.90 1.83 5.26  0.14
H -7.07 1.90 3.91  0.14
H -6.45 -0.05 2.03  0.15
H -6.07 -1.16 3.38  0.12
H -4.70 -1.58 1.20  0.15
H -3.87 -1.47 2.76  0.14
H -1.52 0.33 0.92  0.09
H -2.60 -0.85 0.08  0.11
H -1.98 -1.10 1.65  0.08
B 1.14 0.53 -0.96  -1.29
F -0.05 1.23 -1.16  0.13
F 0.85 -0.86 -0.91  0.11
F 2.02 0.76 -2.01  0.14
F 1.79 0.86 0.25  0.13
B 0.56 -4.66 0.69  -1.26
F 1.67 -4.88 1.55  0.08
F -0.57 -4.51 1.49  0.11
F 0.78 -3.40 0.04  0.05
F 0.47 -5.71 -0.20  0.13

Computed properties:
HOMO energy: -0.505 hartree
Gap between HOMO and LUMO: 9.169 eV
ΔE to the lowest compared entry with this formula, charge and spin: 0.0 kJ/mol
Charge: +2